Computed, not measured: a cluster of 3 separate species, C20H29FN2O4S2 in total in a non-equilibrium geometry, with ωB97M-V/def2-TZVPD.

CARTESIAN COORDINATES (ANGSTROEM)
C -2.831 0.079 1.646
C -1.367 0.369 1.319
C -1.082 -0.220 -0.076
C -0.415 -0.194 2.396
C -0.725 -1.633 2.692
C -0.262 -2.642 1.894
C -0.571 -3.999 2.125
N -0.065 -4.949 1.285
C -0.432 -6.169 1.571
C -1.272 -6.499 2.648
N -1.746 -5.617 3.485
C -1.386 -4.330 3.218
C -1.841 -3.302 4.061
C -1.519 -2.009 3.799
F -1.964 -1.036 4.611
H -3.475 0.635 0.969
H -3.058 0.351 2.674
H -3.061 -0.972 1.500
H -1.232 1.443 1.211
H -1.548 -1.204 -0.090
H -0.023 -0.384 -0.268
H -1.563 0.348 -0.854
H 0.616 -0.079 2.094
H -0.579 0.418 3.277
H 0.353 -2.402 1.044
H -0.065 -6.967 0.940
H -1.537 -7.536 2.797
H -2.457 -3.578 4.902
C 0.839 -0.406 -5.380
C -0.027 0.708 -5.983
C -1.168 0.986 -4.996
S -0.534 0.561 -3.367
O -1.287 -0.568 -2.883
O -0.363 1.762 -2.585
C 1.065 -0.017 -3.922
H 1.782 -0.519 -5.912
H 0.306 -1.358 -5.432
H 0.576 1.609 -6.112
H -0.416 0.432 -6.962
H -1.467 2.032 -4.994
H -2.032 0.353 -5.186
H 1.386 -0.844 -3.294
H 1.764 0.815 -3.835
C 3.179 4.677 0.587
C 1.673 4.710 0.290
C 1.154 3.270 0.385
S 2.237 2.426 1.547
O 2.958 1.397 0.841
O 1.512 2.140 2.759
C 3.340 3.808 1.831
H 3.583 5.676 0.746
H 3.712 4.227 -0.253
H 1.171 5.334 1.033
H 1.464 5.135 -0.690
H 0.135 3.220 0.759
H 1.222 2.749 -0.569
H 4.351 3.437 1.979
H 2.994 4.325 2.725

As for the electronic energy: -2086.19031 Ha. As for the highest occupied orbital energy: -8.71 eV. For the LUMO energy, the calculation gives 0.20 eV. The total charge is 0. The value obtained for the HOMO-LUMO gap is 8.9 eV.

natural (NBO) atomic charge list, values in e, 6 entries: atom 1 (C): -0.615, atom 2 (C): -0.202, atom 3 (C): -0.610, atom 4 (C): -0.427, atom 5 (C): -0.050, atom 6 (C): -0.196